An isolated molecule of C4H4BrN in a non-equilibrium geometry, computed with wB97M-V/def2-TZVPD.

The geometry in XYZ format:
```
10
Properties=species:S:1:pos:R:3:forces:R:3
C 0.891 0.590 0.104 -1.92 -1.98 2.20
C -1.639 -1.014 0.270 0.63 -0.81 1.94
C 0.669 0.192 1.354 -0.64 0.47 -2.13
C -0.011 0.197 -1.064 0.13 -0.02 1.44
N -1.097 -0.676 -0.730 -0.88 0.55 -1.07
Br 1.513 0.687 2.913 0.23 -0.02 0.25
H 1.654 1.073 -0.411 1.91 1.24 0.14
H -2.335 -1.818 0.667 0.80 1.32 -0.75
H -0.262 1.198 -1.447 -0.65 -0.90 -0.77
H 0.617 -0.430 -1.655 0.40 0.14 -1.25
```
Forces are in eV/Å.

Max |F|: 3.53 eV/Å
Charge: 0
Relative energy (zero: lowest compared OMol25 entry of this formula, charge and spin): 448.99 kJ/mol

=====

A cluster of 2 separate species, C5H10O in total, computed with wB97M-V/def2-TZVPD.

The geometry in XYZ format:
```
16
Properties=species:S:1:pos:R:3:forces:R:3
C -1.152 0.220 -1.291 -0.05 0.00 0.01
C 0.071 -0.409 -0.679 -0.01 -0.13 0.09
C 1.389 0.143 -1.152 0.05 -0.01 0.02
C -0.008 -1.384 0.228 0.01 0.06 -0.11
C -0.253 0.737 2.470 0.13 0.24 -0.04
O 0.372 1.743 2.249 -0.26 -0.41 0.09
H -2.075 -0.225 -0.909 0.15 0.05 -0.04
H -1.141 0.106 -2.383 0.02 0.02 0.16
H -1.174 1.298 -1.084 0.02 -0.14 -0.02
H -0.967 -1.777 0.559 0.12 0.07 -0.07
H 1.481 0.043 -2.241 -0.04 0.03 0.16
H 2.236 -0.371 -0.687 -0.14 0.07 -0.05
H 1.464 1.212 -0.918 -0.03 -0.14 -0.02
H 0.885 -1.829 0.662 -0.11 0.07 -0.09
H -1.333 0.649 2.239 0.12 0.07 -0.02
H 0.205 -0.157 2.937 0.02 0.15 -0.06
```
Forces are in eV/Å.

SMILES: C=C(C)C.C=O
Max |F|: 0.49 eV/Å
Charge: 0
Relative energy (zero: lowest compared OMol25 entry of this formula, charge and spin): 143.18 kJ/mol

=====

An isolated molecule of CH3NO2S in a non-equilibrium geometry, computed with wB97M-V/def2-TZVPD.

The geometry in XYZ format:
```
8
Properties=species:S:1:pos:R:3:forces:R:3
C 1.412 0.074 0.116 -3.72 0.43 0.13
N -1.595 -1.023 -0.353 2.88 -0.12 0.58
O -1.082 1.380 -0.207 1.90 -0.42 0.12
O 0.432 -0.205 1.198 -2.05 -0.22 0.04
S -0.463 0.054 -0.113 -1.71 1.01 0.84
H 1.847 -0.885 -0.003 1.53 -0.02 -0.87
H 1.718 1.113 0.284 0.95 -0.71 -0.77
H -2.268 -0.507 -0.922 0.22 0.05 -0.06
```
Forces are in eV/Å.

SMILES: N=[S@]1(=O)CO1
Max |F|: 3.74 eV/Å
Charge: 0
Relative energy (zero: lowest compared OMol25 entry of this formula, charge and spin): 397.58 kJ/mol

=====

A structure of composition C47H38N7O3PbS in a non-equilibrium geometry, computed with wB97M-V/def2-TZVPD.

The geometry in XYZ format:
```
97
Properties=species:S:1:pos:R:3:forces:R:3
Pb -0.145 -0.955 1.549 -0.60 0.00 0.10
C 0.267 -5.078 -1.474 0.35 -0.15 -0.11
C -0.291 -4.281 -0.466 0.01 0.13 0.24
N 0.419 -3.597 0.390 -0.41 -0.51 0.31
C 1.759 -3.626 0.302 0.55 -0.71 0.01
C 2.433 -4.392 -0.689 -0.17 0.08 0.42
C 1.631 -5.134 -1.576 -0.27 -0.10 -0.03
C 3.832 -4.328 -0.780 0.34 0.08 0.06
C 4.520 -3.468 0.033 0.09 -0.45 -0.28
C 3.873 -2.724 1.019 -0.47 0.17 0.18
C 2.506 -2.821 1.217 0.53 -0.22 -0.18
N 1.785 -2.162 2.180 -0.47 0.71 -0.01
C 2.103 -2.186 3.481 0.50 -0.45 0.14
C 3.231 -2.824 4.020 -0.18 0.02 -0.46
C 3.527 -2.776 5.370 -0.15 0.23 0.65
C 2.718 -2.114 6.266 0.44 -0.22 0.08
C 1.517 -1.554 5.811 -0.12 0.02 -0.30
C 0.594 -0.937 6.683 -0.21 0.05 -0.24
C -0.612 -0.506 6.202 0.24 -0.04 0.26
C -0.896 -0.704 4.848 0.08 -0.06 -0.33
N -0.034 -1.218 4.001 -0.33 -0.03 0.52
C 1.175 -1.621 4.428 0.34 -0.15 0.89
H -0.373 -5.624 -2.149 -0.05 -0.03 -0.11
H -1.364 -4.201 -0.360 -0.20 0.00 -0.04
H 2.105 -5.723 -2.349 0.05 -0.04 -0.09
H 4.341 -4.917 -1.531 0.05 0.01 -0.09
H 5.587 -3.359 -0.087 0.12 0.00 -0.02
H 4.441 -2.028 1.617 0.04 0.01 0.14
H 3.887 -3.372 3.361 0.03 0.05 -0.01
H 4.428 -3.264 5.721 0.04 -0.02 0.03
H 2.975 -2.048 7.313 0.02 0.00 0.09
H 0.849 -0.827 7.729 0.03 0.00 0.06
H -1.338 -0.027 6.842 -0.06 0.00 0.03
H -1.859 -0.426 4.444 -0.12 0.12 -0.09
C -3.065 4.273 -2.715 -0.09 -0.09 0.14
C -3.837 3.963 -1.467 -0.02 0.10 0.05
C -5.039 4.603 -1.234 -0.09 0.06 0.04
C -5.812 4.348 -0.111 -0.20 0.05 0.06
C -5.381 3.388 0.786 -0.20 0.18 0.07
C -4.187 2.729 0.578 0.16 -0.09 0.06
C -3.364 3.010 -0.529 -0.53 0.06 0.26
N -2.223 2.326 -0.800 -0.03 0.20 -0.89
C -1.434 1.686 0.056 0.54 -0.64 -0.28
N -1.383 2.139 1.371 -0.74 0.30 0.05
C -0.358 2.109 2.324 0.81 -0.29 0.34
C 0.592 1.077 2.397 -0.17 0.13 -0.29
C 1.638 1.234 3.301 -0.02 -0.02 -0.15
C 1.700 2.293 4.189 0.15 -0.05 0.12
C 0.672 3.218 4.204 0.00 0.00 -0.07
C -0.349 3.156 3.268 -0.11 0.16 0.07
C -1.433 4.203 3.299 0.12 -0.10 0.00
N -0.669 0.685 -0.299 0.20 1.10 0.40
C -0.580 0.116 -1.605 -0.75 -0.02 0.17
C -1.523 -1.024 -1.754 -0.38 -0.19 -0.05
C -1.638 -1.653 -2.912 -0.17 -0.01 0.00
C -0.913 -1.232 -4.125 -0.06 -0.17 -0.15
C 0.994 -0.087 -4.185 0.39 0.04 0.16
C 1.113 0.619 -2.842 0.64 0.44 -0.48
C 2.234 1.604 -2.628 -0.32 -0.17 -0.03
H -3.628 4.947 -3.357 -0.04 0.07 0.00
H -2.851 3.362 -3.267 0.05 0.01 -0.13
H -2.109 4.737 -2.476 0.15 -0.02 -0.05
H -5.389 5.323 -1.964 0.01 0.07 -0.04
H -6.743 4.878 0.045 -0.04 -0.01 0.01
H -5.987 3.144 1.650 0.00 -0.03 0.05
H -3.888 1.947 1.265 0.01 -0.02 0.00
H -1.413 2.458 -2.116 -0.04 -0.08 0.06
H -1.966 2.958 1.475 0.01 -0.20 -0.07
H 2.417 0.483 3.333 0.09 -0.08 0.05
H 2.518 2.376 4.892 0.06 -0.01 0.06
H 0.666 4.006 4.949 -0.03 0.06 -0.06
H -1.304 4.846 4.167 0.00 0.03 -0.01
H -2.423 3.749 3.368 -0.12 0.06 -0.05
H -1.402 4.833 2.407 -0.12 0.05 -0.06
H -2.086 -1.311 -0.880 -0.12 -0.08 0.10
H -2.310 -2.495 -3.026 -0.06 -0.07 0.11
H -1.464 -1.594 -4.998 0.07 0.09 0.18
H 1.688 0.262 -4.944 0.01 0.06 -0.03
H 3.194 1.147 -2.856 0.12 -0.05 0.02
H 2.219 1.915 -1.586 0.07 0.14 0.05
H 2.075 2.469 -3.270 0.03 0.09 -0.02
O -0.814 2.319 -2.930 0.23 0.06 -0.09
C -0.392 1.028 -2.899 0.30 0.17 -0.03
N 0.836 -0.305 -1.759 0.22 -0.52 0.08
S 1.475 -1.821 -1.759 -0.74 0.63 -1.18
O 1.133 -2.459 -3.349 0.39 -0.39 0.48
O 2.894 -1.566 -1.835 0.81 0.07 -0.13
C 0.613 -1.576 -4.272 -0.37 0.68 -0.17
C 0.809 -1.912 -5.721 -0.01 -0.09 -0.06
C 0.321 -1.149 -6.713 0.35 -0.52 -0.10
C -0.456 0.092 -6.670 -0.42 0.60 -0.03
C -0.876 0.777 -5.590 0.06 0.07 -0.16
C -0.511 0.259 -4.257 -0.11 -0.25 0.05
H 1.382 -2.801 -5.934 0.13 -0.14 -0.15
H 0.535 -1.481 -7.723 0.04 -0.08 0.00
H -0.699 0.486 -7.649 -0.07 0.06 0.01
H -1.417 1.707 -5.681 -0.11 0.11 -0.12
```
Forces are in eV/Å.

Max |F|: 1.53 eV/Å
Charge: -1
Relative energy (zero: lowest compared OMol25 entry of this formula, charge and spin): 657.04 kJ/mol

=====

Q: The lowest relative energy (zero: lowest compared OMol25 entry of this formula, charge and spin) belongs to which entry?
A: C5H10O

=====

Q: Among the records above, which one has the lowest relative energy (zero: lowest compared OMol25 entry of this formula, charge and spin)?
A: C5H10O

=====

Q: Which value of charge does entry 1 give?
A: 0